{
  "formula": "C3H14NO2",
  "method": "the ωB97M-V functional and the def2-TZVPD basis",
  "max_force_ha_per_bohr": 0.0683,
  "gap_ev": [10.05, 2.79],
  "mol_weight_g_mol": 96.15,
  "spin_multiplicity": 2,
  "s2": 0.753,
  "e_tot_ha": -327.09702,
  "total_charge": 2,
  "species": ["C", "C", "N", "C", "H", "H", "H", "H", "H", "H", "H", "H", "H", "H", "H", "H", "O", "H", "H", "O"],
  "xyz": [[2.3443, 0.6359, -1.2541], [0.8344, 0.3219, -1.5745], [0.0299, 0.2237, -0.3772], [-0.7841, 1.4205, -0.0486], [2.8100, -0.1864, -0.6567], [2.9244, 0.7031, -2.1716], [2.5116, 1.4944, -0.5881], [0.5199, 1.0360, -2.3778], [0.7323, -0.6588, -2.0669], [0.6589, -0.0531, 0.3755], [-0.7761, -0.4518, -0.3123], [-1.7514, 1.3916, -0.5992], [-0.1061, 2.2916, -0.0784], [-1.2486, 1.3789, 0.9927], [-0.5810, -2.9502, 0.2519], [-2.0297, -2.5053, -0.3112], [-1.1662, -2.2234, -0.0255], [-1.9977, -0.9168, 2.9068], [-1.3986, -0.6641, 4.4397], [-1.5263, -0.2878, 3.4756]]
}